# 1
26
Properties=species:S:1:pos:R:3:forces:R:3 method="wB97M-V/def2-TZVPD" orbital_gap_ev=10.30 smiles="O=[P@]1(c2ccccc2)CCc2n[nH]cc21" e_above_lowest_ev=0.0000 charge=0
C 3.489811 0.638708 -1.020551 0.90 2.09 -0.83
C 3.426634 -0.697145 -0.835166 0.28 -1.75 1.72
C 2.566905 1.490819 -0.485831 -1.70 -0.60 1.37
C 2.412692 -1.219967 -0.025877 -0.83 1.37 -1.37
C 1.451157 0.974151 0.214125 -0.17 0.56 -1.07
C -1.478435 -0.412705 -1.841591 -0.86 0.45 0.09
C 1.318101 -0.385248 0.293124 -0.96 -2.07 2.25
C -1.462312 -0.579211 -0.475143 0.19 0.94 1.36
C -2.481929 0.310530 -0.010169 0.85 -0.47 0.03
C -2.675604 0.402916 1.459905 -0.65 -1.07 1.40
C -1.459834 -0.337474 2.280437 -0.66 1.56 -1.56
N -3.098350 0.968123 -0.980412 -0.27 -0.62 0.84
N -2.507759 0.508855 -2.074475 1.39 -1.61 -2.58
O -0.442370 -2.654837 1.073889 0.55 -0.61 0.63
P -0.433663 -1.189917 0.974483 0.64 1.37 -3.23
H 4.318462 1.131741 -1.527353 0.01 -0.46 -0.08
H 4.299809 -1.306911 -1.049586 -0.29 -0.10 -0.34
H 2.724086 2.530196 -0.512735 0.07 1.18 -0.26
H 2.445538 -2.237701 0.221656 -0.32 -1.31 0.33
H 0.605104 1.565539 0.582520 0.60 0.26 -0.21
H -0.861706 -0.859446 -2.636257 -0.63 0.44 0.43
H -2.734019 1.399694 1.805927 0.42 1.37 0.15
H -3.718199 0.084767 1.746876 1.13 -0.52 -0.21
H -0.978158 0.430822 2.910750 0.12 -0.45 -0.50
H -1.780703 -1.129508 2.931740 -0.29 -0.42 0.13
H -2.945262 0.573212 -3.020292 0.48 0.47 1.51

# 2
25
Properties=species:S:1:pos:R:3:forces:R:3 method="wB97M-V/def2-TZVPD" orbital_gap_ev=7.79 smiles=Cc1c(C#N)[nH]n1Cc1ccccc1 e_above_lowest_ev=6.4388 charge=0
C 4.349375 -0.379001 0.514626 0.57 -0.89 1.01
C -3.071245 -1.107463 1.090941 0.21 -0.92 -0.87
C -2.440640 -2.088345 0.343382 1.39 0.71 -0.26
C -2.875556 0.205975 0.785278 -1.07 0.79 0.96
C -1.376894 -1.705661 -0.502156 0.10 -0.01 0.06
C -1.999735 0.592972 -0.203135 -0.14 2.30 0.77
C 3.264206 0.017689 -0.188542 -6.78 3.62 -0.62
C -1.167867 -0.375147 -0.712380 1.22 3.04 -1.19
C 1.880328 1.029409 0.085855 4.50 -4.45 -0.99
C 1.339861 2.202052 0.819114 3.41 1.00 -0.91
C 0.040081 0.265325 -1.506032 -1.32 -3.87 -1.04
N 5.240192 -0.787148 1.135044 0.29 0.16 -0.08
N 2.276930 -0.744170 -1.035447 2.27 2.92 -0.24
N 1.267994 0.168256 -0.756849 -0.02 -0.64 0.31
H -3.769469 -1.266006 1.883981 -0.33 -0.82 0.18
H -2.697897 -3.093134 0.470270 -0.14 -1.46 0.24
H -3.521228 0.767256 1.466660 0.56 1.13 -0.85
H -0.588959 -2.255984 -1.016207 -0.78 -1.14 0.32
H -1.836766 1.698173 -0.468954 -0.36 -1.82 0.48
H 1.887789 2.330036 1.799441 -0.76 -0.02 -1.21
H 1.414388 3.109977 0.172010 0.44 -0.33 0.66
H 0.331492 2.096518 0.916273 -2.87 -0.61 0.84
H -0.001352 -0.259102 -2.548660 1.13 0.69 1.85
H -0.091177 1.268124 -1.740698 -0.74 1.89 -0.10
H 2.146160 -1.690605 -0.803809 -0.77 -1.28 0.69

Repeat the first record exactly.
26
Properties=species:S:1:pos:R:3:forces:R:3 method="wB97M-V/def2-TZVPD" orbital_gap_ev=10.30 smiles="O=[P@]1(c2ccccc2)CCc2n[nH]cc21" e_above_lowest_ev=0.0000 charge=0
C 3.489811 0.638708 -1.020551 0.90 2.09 -0.83
C 3.426634 -0.697145 -0.835166 0.28 -1.75 1.72
C 2.566905 1.490819 -0.485831 -1.70 -0.60 1.37
C 2.412692 -1.219967 -0.025877 -0.83 1.37 -1.37
C 1.451157 0.974151 0.214125 -0.17 0.56 -1.07
C -1.478435 -0.412705 -1.841591 -0.86 0.45 0.09
C 1.318101 -0.385248 0.293124 -0.96 -2.07 2.25
C -1.462312 -0.579211 -0.475143 0.19 0.94 1.36
C -2.481929 0.310530 -0.010169 0.85 -0.47 0.03
C -2.675604 0.402916 1.459905 -0.65 -1.07 1.40
C -1.459834 -0.337474 2.280437 -0.66 1.56 -1.56
N -3.098350 0.968123 -0.980412 -0.27 -0.62 0.84
N -2.507759 0.508855 -2.074475 1.39 -1.61 -2.58
O -0.442370 -2.654837 1.073889 0.55 -0.61 0.63
P -0.433663 -1.189917 0.974483 0.64 1.37 -3.23
H 4.318462 1.131741 -1.527353 0.01 -0.46 -0.08
H 4.299809 -1.306911 -1.049586 -0.29 -0.10 -0.34
H 2.724086 2.530196 -0.512735 0.07 1.18 -0.26
H 2.445538 -2.237701 0.221656 -0.32 -1.31 0.33
H 0.605104 1.565539 0.582520 0.60 0.26 -0.21
H -0.861706 -0.859446 -2.636257 -0.63 0.44 0.43
H -2.734019 1.399694 1.805927 0.42 1.37 0.15
H -3.718199 0.084767 1.746876 1.13 -0.52 -0.21
H -0.978158 0.430822 2.910750 0.12 -0.45 -0.50
H -1.780703 -1.129508 2.931740 -0.29 -0.42 0.13
H -2.945262 0.573212 -3.020292 0.48 0.47 1.51